1.
{"formula": "C3H6ClF", "method": "wB97M-V/def2-TZVPD", "homo_ev": -10.5, "smiles": "FCCCCl", "total_charge": 0, "species": ["F", "C", "C", "C", "Cl", "H", "H", "H", "H", "H", "H"], "xyz": [[2.2568, -0.7786, -0.1207], [1.8800, 0.4246, 0.2429], [0.4767, 0.8472, -0.2247], [-0.4453, -0.3731, 0.0242], [-2.1491, -0.0675, 0.0268], [2.5314, 1.0946, -0.2800], [2.0034, 0.4767, 1.3203], [0.2260, 1.6691, 0.4660], [0.4802, 1.2705, -1.2680], [-0.2412, -1.0891, -0.8473], [-0.2446, -0.6594, 0.9855]], "forces_ev_per_angstrom": [[0.50, -3.39, -1.12], [-0.80, 2.84, -0.07], [-0.27, -0.13, 0.35], [1.05, 0.97, -4.03], [-1.38, 0.54, -0.22], [0.83, 0.83, 0.26], [-0.17, 0.34, 0.24], [-0.23, -0.15, -0.35], [-0.13, -0.75, 0.96], [-0.19, 0.50, 1.89], [0.79, -1.61, 2.09]]}

---

2.
{"formula": "C3H6ClN", "method": "wB97M-V/def2-TZVPD", "homo_ev": [-9.0, -8.3], "total_charge": 0, "species": ["C", "C", "C", "N", "Cl", "H", "H", "H", "H", "H", "H"], "xyz": [[0.0389, -0.0167, 0.2092], [1.0178, 0.7203, 1.0803], [-2.0126, -1.1759, -1.6412], [-1.0036, 0.4750, -0.2129], [-0.9942, -2.4753, -1.3596], [0.3560, -1.0488, -0.0440], [1.7680, 1.1825, 0.4365], [1.5121, 0.0354, 1.7667], [0.5080, 1.5067, 1.6370], [-1.8733, -0.6381, -2.5595], [-2.9551, -1.1742, -1.1284]], "forces_ev_per_angstrom": [[0.90, -0.76, 0.18], [-0.11, 0.36, 0.14], [0.69, 1.38, 1.12], [-1.55, -0.33, -1.15], [0.16, -0.65, -0.15], [-0.17, 0.05, -0.12], [0.08, -0.04, 0.07], [0.01, 0.01, 0.01], [0.10, -0.02, -0.01], [0.01, 0.04, -0.13], [-0.12, -0.03, 0.04]]}

---

3.
{"formula": "C3H6ClN2O2", "method": "wB97M-V/def2-TZVPD", "homo_ev": [-13.7, -12.9], "total_charge": 1, "species": ["C", "C", "C", "N", "N", "O", "O", "Cl", "H", "H", "H", "H", "H", "H"], "xyz": [[-0.6677, 0.6889, -0.1866], [1.6027, 1.2127, 0.1250], [-0.7369, -0.5272, 0.5844], [1.6057, -0.1280, -0.3849], [-1.4474, -1.6116, 0.1901], [-1.7311, 0.8701, -1.0312], [0.3337, 1.5661, -0.2206], [2.9804, -0.8716, -0.6209], [1.9757, 1.2965, 1.3015], [2.2749, 1.7710, -0.4644], [-0.1676, -0.5514, 1.5071], [-1.8104, -1.5365, -0.7863], [-1.8087, -2.2841, 0.8361], [-2.4032, 0.1052, -0.8493]], "forces_ev_per_angstrom": [[-1.49, -1.38, -0.40], [2.50, -2.33, 2.77], [0.79, 0.62, 0.07], [-0.82, -0.40, 0.01], [0.11, 2.39, -1.55], [0.93, -1.16, 1.23], [-4.72, 1.09, -0.11], [1.83, -0.62, 0.04], [-1.48, -0.13, -2.73], [0.74, 1.23, -0.50], [-0.13, -0.27, -0.04], [0.32, -1.03, 1.37], [-0.04, -0.40, 0.13], [1.46, 2.40, -0.30]]}

---

4.
{"formula": "C3H6ClN3", "method": "wB97M-V/def2-TZVPD", "homo_ev": -8.6, "smiles": "NN/C=N\\C=C\\Cl", "total_charge": 0, "species": ["N", "N", "C", "N", "C", "C", "Cl", "H", "H", "H", "H", "H", "H"], "xyz": [[-0.7489, 1.4003, -0.1088], [-1.7885, 0.4004, -0.0300], [-1.4251, -0.9254, -0.0883], [-0.2086, -1.2996, -0.0916], [0.9046, -0.5193, -0.3829], [1.8213, -0.2436, 0.5215], [3.4969, 0.0594, -0.1383], [0.0763, 0.9774, 0.5635], [-0.1234, 1.5452, -0.9193], [-2.6781, 0.7229, 0.1761], [-2.3075, -1.6234, 0.3112], [1.1720, -0.5743, -1.5433], [1.8088, 0.0800, 1.7301]], "forces_ev_per_angstrom": [[2.01, -0.97, 3.56], [3.43, -0.21, -2.28], [-1.43, 0.26, 2.84], [-1.39, -0.48, -0.53], [0.47, -2.59, -2.61], [2.96, 2.16, 2.75], [-1.11, 0.11, 0.59], [-3.08, 1.98, -1.59], [-1.69, -0.82, -0.51], [-1.64, 0.61, 0.30], [2.05, 1.18, -1.50], [-0.20, 0.34, 2.66], [-0.38, -1.57, -3.67]]}

---

5.
{"formula": "C3H6ClNO", "method": "wB97M-V/def2-TZVPD", "homo_ev": -10.2, "total_charge": 0, "species": ["C", "C", "C", "H", "H", "H", "H", "H", "H", "N", "O", "Cl"], "xyz": [[-0.3863, 1.6255, 0.0457], [-0.4658, 0.2646, -0.2662], [0.6360, -0.3045, 0.7233], [0.5553, 2.1608, -0.2270], [-0.5575, 1.9565, 1.0309], [-1.0879, 2.1163, -0.6234], [-0.3065, 0.1712, -1.2770], [0.1615, -0.0726, 1.9616], [3.4219, -0.1749, -0.3749], [1.9510, -0.3972, 0.6195], [2.4645, -0.3357, -0.7552], [-2.0155, -0.6003, -0.1059]], "forces_ev_per_angstrom": [[-0.44, 5.30, -1.12], [2.26, -4.13, 2.00], [0.93, 1.20, 2.24], [-0.20, -1.15, -0.01], [-0.60, -0.03, 1.37], [-0.52, 0.56, 0.21], [1.16, -0.73, -2.17], [1.87, -1.34, -3.84], [-2.43, -0.54, -2.01], [-3.94, 0.01, -0.47], [2.11, 0.57, 3.20], [-0.21, 0.30, 0.59]]}

---

6.
{"formula": "C3H6ClNO2", "method": "wB97M-V/def2-TZVPD", "homo_ev": -10.4, "smiles": "C[C@@](N)(Cl)C(=O)O", "total_charge": 0, "species": ["C", "C", "N", "Cl", "C", "O", "O", "H", "H", "H", "H", "H", "H"], "xyz": [[-0.0193, -0.3061, 1.1702], [-0.8182, -0.1114, -0.0867], [0.0602, -0.1595, -1.3271], [-2.0180, -1.5090, -0.2594], [-1.6867, 1.1229, 0.0144], [-2.7553, 1.1353, 0.6073], [-1.0783, 2.2217, -0.5797], [0.5007, -1.2904, 1.1735], [-0.7071, -0.1497, 2.0330], [0.8378, 0.5075, 1.3052], [0.8075, -0.8256, -1.0571], [-0.5945, -0.3285, -2.0484], [-0.3899, 1.8536, -1.0746]], "forces_ev_per_angstrom": [[1.70, 1.40, 1.27], [0.67, -1.43, -1.82], [-0.25, 1.23, 4.00], [0.33, 0.14, 0.29], [-1.47, 1.50, 0.44], [2.57, 0.59, -1.35], [-3.25, -0.38, 2.26], [-0.65, 0.58, 0.15], [0.64, -0.56, -0.49], [-1.85, -1.48, -0.60], [-0.96, 0.30, -1.36], [0.20, -1.04, -1.29], [2.33, -0.86, -1.51]]}

---

7.
{"formula": "C3H6ClNO2", "method": "wB97M-V/def2-TZVPD", "homo_ev": -10.3, "smiles": "[H]/N=C(\\OCl)OCC", "total_charge": 0, "species": ["H", "N", "C", "O", "Cl", "O", "C", "C", "H", "H", "H", "H", "H"], "xyz": [[-0.4825, 2.6137, -2.3399], [-0.2461, 1.8256, -1.7500], [0.7087, 1.0533, -1.7679], [1.5245, 0.8465, -3.0322], [0.8786, 1.6781, -4.3962], [1.2487, 0.2016, -0.8735], [0.7564, 0.1357, 0.5066], [-0.1638, -1.0663, 0.6152], [1.7242, 0.2589, 1.0489], [0.0872, 1.0167, 0.6510], [-0.8538, -1.1283, -0.2858], [0.4818, -1.8610, 0.2702], [-0.4687, -1.2706, 1.6966]], "forces_ev_per_angstrom": [[0.47, -0.83, -0.37], [-0.59, 0.23, 2.25], [1.14, -0.26, -2.51], [-0.81, 0.31, 1.12], [0.46, -0.62, 1.26], [-0.59, 0.72, -1.45], [-1.08, 2.21, -0.84], [1.27, -1.09, -0.32], [-1.21, -0.72, 0.23], [0.96, -0.15, 0.08], [-0.14, 0.83, 1.81], [0.34, -0.95, 0.59], [-0.21, 0.32, -1.84]]}

---

8.
{"formula": "C3H6ClNS", "method": "wB97M-V/def2-TZVPD", "homo_ev": -8.5, "total_charge": 0, "species": ["C", "C", "C", "H", "H", "H", "H", "H", "H", "N", "S", "Cl"], "xyz": [[-0.8149, -0.9555, -0.8015], [0.5473, -0.5869, -0.3397], [0.2303, 1.6318, 0.6831], [-1.5052, -0.1069, -0.7735], [-0.9045, -1.3153, -1.8988], [1.4880, -1.3241, -0.2306], [0.9843, 0.1049, -1.2787], [0.7854, -0.4243, 2.0242], [-0.3753, 1.9159, -0.6030], [0.6540, 0.2300, 1.0075], [0.4674, 2.9300, 1.9532], [-1.5566, -2.0996, 0.2578]], "forces_ev_per_angstrom": [[-0.76, -0.17, -1.84], [4.90, 1.74, -0.48], [0.41, 0.37, 3.11], [0.52, 0.25, 0.05], [0.69, 0.32, 1.85], [-2.88, 0.76, -0.45], [-1.01, -1.36, 2.74], [-0.80, 3.48, -3.99], [2.26, -1.27, 4.28], [-1.77, 0.64, -2.33], [-0.87, -3.42, -3.79], [-0.68, -1.34, 0.86]]}

---

9.
{"formula": "C3H6ClO2S", "method": "wB97M-V/def2-TZVPD", "homo_ev": -3.1, "total_charge": -1, "species": ["C", "C", "C", "O", "O", "S", "Cl", "H", "H", "H", "H", "H", "H"], "xyz": [[-1.3817, -0.2145, -0.3628], [0.5080, -0.2277, 1.3494], [-0.1755, 0.4760, 0.2107], [2.5630, 0.1134, -1.0084], [0.6938, -0.4641, -2.4975], [1.3125, 0.5691, -1.6443], [-0.5761, 2.1599, 0.6507], [-1.9733, 0.4836, -0.9576], [-1.0284, -0.9995, -1.0361], [-2.0315, -0.6660, 0.3982], [-0.1964, -0.7989, 1.9713], [1.0358, 0.4830, 1.9855], [1.2500, -0.9143, 0.9409]], "forces_ev_per_angstrom": [[0.15, 0.05, -0.02], [0.00, 0.10, -0.13], [0.75, -0.21, -1.36], [-0.04, 0.03, 0.07], [-0.06, 0.04, -0.01], [-0.85, -0.11, 1.36], [-0.09, 0.43, 0.13], [0.02, -0.09, -0.02], [-0.04, -0.11, -0.03], [-0.02, 0.05, 0.09], [0.00, 0.05, 0.00], [0.04, -0.07, -0.04], [0.13, -0.16, -0.04]]}

---

10.
{"formula": "C3H6CuIO3", "method": "wB97M-V/def2-TZVPD", "s_squared": 0.753, "homo_ev": [-2.3, -4.4], "total_charge": -1, "multiplicity": 2, "species": ["Cu", "I", "C", "O", "C", "O", "O", "C", "H", "H", "H", "H", "H", "H"], "xyz": [[-6.4033, 5.0520, 24.9086], [-6.0042, 4.2068, 22.0581], [-0.9998, 9.8065, 19.3866], [-1.4470, 8.5406, 19.7668], [-2.7440, 8.2131, 19.8416], [-3.6983, 8.9945, 20.0038], [-2.8333, 6.9804, 19.5546], [-4.0575, 6.2741, 19.6828], [-0.1157, 9.6072, 18.7811], [-0.7052, 10.4001, 20.2520], [-1.7737, 10.3793, 18.8757], [-4.4286, 5.8886, 18.7332], [-4.8983, 6.7693, 20.1687], [-3.9748, 5.4790, 20.4238]], "forces_ev_per_angstrom": [[0.09, -0.20, -0.65], [-0.16, 0.12, 0.69], [-0.08, 0.76, 0.24], [0.14, -0.93, 0.47], [-2.39, 3.99, -0.41], [2.38, -1.20, -0.01], [0.04, -2.63, -0.18], [-1.60, -0.82, 1.05], [-0.14, 0.33, -0.18], [0.05, -0.07, 0.16], [0.05, -0.16, -0.26], [0.52, 0.09, -0.08], [0.35, 1.08, -0.36], [0.75, -0.38, -0.47]]}

---

Total energy (a.u.)
-677.93659 -632.72864 -837.66348 -742.21888 -707.95676 -783.33926 -783.22322 -1030.86691 -1126.80262 -2281.82794